Entry 1:
{
  "formula": "CH3O2",
  "method": "ωB97M-V/def2-TZVPD",
  "symbols": ["H", "O", "O", "H", "H", "C"],
  "coordinates": [[-2.756898, -3.881198, 3.806600], [-3.804820, -1.872890, 3.806600], [-0.676830, 0.286104, 3.806600], [-0.695253, -0.694348, 3.806600], [-1.595269, 0.568732, 3.806600], [-3.102570, -2.811349, 3.806600]],
  "forces_ev_per_a": [[-1.80, 0.58, 0.00], [-1.10, -0.94, 0.00], [0.20, -0.81, 0.00], [-0.17, 0.93, 0.00], [-0.08, -0.15, 0.00], [2.95, 0.39, 0.00]],
  "s2": 0.752,
  "charge": 0,
  "de_lowest_kcal_mol": 3.0,
  "spin_multiplicity": 2,
  "orbital_gap_ev": [7.889, 11.863],
  "homo_energy_ev": [-7.400, -11.323]
}

Entry 2:
{
  "formula": "C11H29N5O13",
  "method": "ωB97M-V/def2-TZVPD",
  "symbols": ["H", "C", "N", "H", "H", "C", "H", "N", "H", "H", "C", "H", "H", "O", "H", "H", "C", "H", "N", "C", "O", "H", "O", "H", "H", "C", "C", "H", "N", "O", "O", "O", "C", "C", "O", "C", "H", "H", "H", "H", "H", "H", "H", "C", "O", "O", "O", "O", "H", "H", "H", "H", "N", "O", "H", "H", "O", "H"],
  "coordinates": [[-0.718374, -0.165207, 1.745504], [0.718072, -2.571966, 3.441430], [3.399815, -1.740439, -1.336832], [2.320049, -3.584542, -1.740724], [-2.331927, -0.048454, 1.229701], [1.996918, 2.309218, -0.295123], [-3.068314, -5.353879, -1.785819], [-1.678870, 1.709995, -3.270692], [0.835667, -2.464935, 4.543485], [2.447727, 1.625587, -0.970915], [2.197806, -0.890488, 3.077247], [-0.286911, -2.938781, 3.286295], [1.899209, 3.009608, 1.645255], [3.070337, -1.058176, -2.282001], [1.232601, 4.519565, 0.735037], [0.162994, 2.215737, -4.171800], [2.319117, 2.132797, 1.151914], [3.431740, 2.249470, 1.292459], [-0.936864, -0.735761, -0.155476], [-4.571383, 1.938254, -0.629433], [-1.775198, 2.904975, -3.005712], [0.478824, 4.271869, -0.804306], [1.822325, 0.910070, 1.601773], [0.071860, 0.720016, -3.192544], [-1.104947, 1.198667, 0.605121], [2.251036, 0.590345, 2.879869], [1.398170, 4.541805, -0.322959], [0.875469, 2.239963, -0.460023], [-1.945889, -4.883213, -0.091689], [4.283213, -1.487367, -0.597099], [-3.014162, 3.138142, 0.579700], [-0.518776, -0.269022, -1.171944], [-0.412895, 1.323462, -3.963777], [-2.448316, -4.476752, -1.478631], [-2.532679, 0.907241, -2.948824], [-1.290031, 0.171365, 0.919049], [-5.170582, 1.699893, 0.239274], [-1.637100, -4.348378, -2.212084], [1.382184, -3.409063, 3.010531], [-0.671302, 0.776308, -4.879376], [-3.813207, 1.148926, -0.721084], [-5.158375, 2.005447, -1.525913], [3.312135, 0.953704, 3.010039], [2.580136, -2.968767, -0.942307], [2.392073, 3.634020, -0.679091], [-1.077772, -1.964990, 0.008787], [-4.510338, 4.280516, -0.544793], [-0.900502, -5.461818, 0.088155], [2.547381, -1.084686, 4.093736], [2.891947, -1.387199, 2.334640], [1.639783, -2.590685, -0.467399], [1.642465, 1.084073, 3.679513], [-3.965891, 3.260063, -0.195957], [0.865610, -1.302627, 2.905000], [3.122428, -3.492816, -0.163305], [-3.064082, -3.576306, -1.345496], [-2.769818, -4.782226, 0.748508], [1.785411, 5.567448, -0.498869]],
  "forces_ev_per_a": [[0.92, 0.07, 0.84], [-0.05, -1.75, 0.88], [-2.12, -1.13, -0.53], [-0.17, -0.72, -1.57], [0.44, 0.35, -0.57], [-1.70, 1.37, -0.58], [0.40, 0.81, 0.27], [-0.53, 1.86, 0.38], [0.27, -0.60, -0.47], [0.69, -0.74, -0.36], [0.75, 0.29, -0.82], [-0.40, 0.19, -0.24], [-0.27, -0.24, 0.60], [-0.36, -0.27, -0.43], [-0.37, -0.01, 0.86], [-0.20, 0.10, 0.04], [1.22, 0.59, -0.20], [-0.77, -0.51, -0.09], [-0.41, -2.44, -0.05], [0.51, -0.23, 0.69], [0.09, -0.51, -0.08], [-0.70, 0.41, -0.56], [-0.22, 0.07, -0.44], [0.22, -0.25, -0.54], [-0.16, -0.30, 0.18], [0.99, 0.69, 1.14], [0.85, 1.20, 0.27], [1.00, -0.20, 0.26], [0.20, -0.86, -1.69], [2.17, 0.64, 1.54], [-0.77, 0.70, -0.77], [0.61, 0.61, -1.07], [-0.39, -0.73, 0.33], [0.21, -0.56, -0.24], [0.64, -0.48, -0.57], [-1.35, 0.08, 0.53], [-0.44, -0.18, 0.01], [-0.20, 0.03, 0.66], [-0.45, 1.49, 0.56], [0.15, -0.03, 0.49], [0.00, 0.72, -0.04], [-0.14, 0.44, -0.24], [-0.80, -0.44, 0.05], [-0.64, 1.60, 1.84], [0.45, -0.99, -0.19], [0.06, 1.59, 0.21], [0.48, -0.20, 0.21], [1.01, 0.29, -0.87], [0.03, -0.29, 0.10], [-0.69, 0.25, 0.69], [0.72, -0.07, -0.56], [0.20, -0.15, -0.59], [0.41, -1.26, 0.10], [0.42, -0.08, -0.55], [0.26, 0.02, -0.22], [0.37, -0.47, -0.06], [-1.92, 0.84, 1.95], [-0.53, -0.63, -0.46]],
  "charge": 0,
  "spin_multiplicity": 1,
  "smiles": "C[N+](=O)[O-].C[N+](=O)[O-].C[N+](=O)[O-].C[N+](=O)[O-].C[N+](=O)[O-].COCCOCCOC",
  "orbital_gap_ev": 9.819,
  "homo_energy_ev": -9.749
}

Entry 3:
{
  "formula": "C5H8N2",
  "method": "ωB97M-V/def2-TZVPD",
  "symbols": ["H", "H", "C", "H", "H", "H", "H", "N", "H", "H", "N", "C", "C", "C", "C"],
  "coordinates": [[-1.330002, 2.136152, 0.288104], [-0.331669, -1.031024, -2.028156], [0.241429, -0.971404, 0.402407], [1.882920, -1.071639, -0.952919], [0.088224, 0.712228, -2.124540], [0.375850, 1.888276, -0.123326], [-0.067938, -2.006545, 0.185407], [0.698777, -0.849673, 2.981765], [-1.832031, -0.251563, -0.117670], [-0.206693, 1.424164, 1.460872], [1.176447, -0.439848, -0.598672], [-0.780526, 0.051913, -0.150683], [-0.483350, 1.457115, 0.401916], [0.007387, -0.151642, -1.458402], [0.561174, -0.896510, 1.833898]],
  "forces_ev_per_a": [[-0.01, -0.12, -0.02], [0.01, 0.15, 0.10], [-0.06, -0.10, 0.20], [-0.08, -0.13, -0.03], [0.13, -0.11, 0.10], [-0.22, -0.08, 0.11], [-0.04, 0.17, 0.07], [-0.04, -0.04, -1.12], [0.24, 0.17, 0.02], [-0.24, 0.02, -0.09], [0.32, -0.26, -0.10], [-0.09, 0.09, 0.04], [-0.07, 0.04, 0.06], [-0.08, 0.12, -0.28], [0.22, 0.06, 0.94]],
  "charge": 0,
  "de_lowest_kcal_mol": 36.1,
  "spin_multiplicity": 1,
  "orbital_gap_ev": 10.707,
  "homo_energy_ev": -9.917
}

Entry 4:
{
  "formula": "C3H5N5",
  "method": "ωB97M-V/def2-TZVPD",
  "symbols": ["N", "C", "N", "H", "N", "C", "H", "N", "N", "H", "H", "H", "C"],
  "coordinates": [[1.009770, 0.489669, -0.293702], [-0.842379, -0.158812, 0.430418], [2.770528, -0.463088, -0.149707], [-1.040030, -1.532777, -1.450699], [2.196647, 0.789224, -0.536666], [0.682739, -0.787636, 0.177035], [-1.475603, -0.240480, 1.295424], [1.850403, -1.378602, 0.300252], [-1.784723, -0.646621, -0.683430], [-2.497530, -1.274687, 0.007444], [0.113574, 1.953961, 1.211205], [-0.780696, 1.972135, -0.529520], [-0.202699, 1.277713, 0.221947]],
  "forces_ev_per_a": [[-5.29, 1.53, 0.85], [0.26, -0.88, -1.65], [0.41, 0.89, -0.98], [-3.25, 3.34, 3.21], [2.69, -4.69, 1.82], [-0.41, 4.82, 0.18], [0.76, -0.26, 0.95], [0.59, 0.91, -0.48], [1.29, -4.21, 0.88], [2.40, 1.53, -3.24], [-0.89, -2.20, -2.54], [1.37, -1.54, 1.28], [0.09, 0.77, -0.27]],
  "charge": 0,
  "de_lowest_kcal_mol": 170.7,
  "spin_multiplicity": 1,
  "orbital_gap_ev": 9.959,
  "homo_energy_ev": -9.884
}

Entry 5:
{
  "formula": "C5H14AuCdClO",
  "method": "ωB97M-V/def2-TZVPD",
  "symbols": ["C", "H", "H", "C", "C", "H", "H", "H", "H", "C", "H", "Au", "H", "C", "H", "Cl", "H", "O", "H", "Cd", "H", "H", "H"],
  "coordinates": [[-0.400636, 2.068257, 1.617553], [-0.277412, -0.817768, 4.631864], [0.573570, -2.246152, -1.325091], [2.820840, -0.196889, 0.486683], [-0.068592, 1.606782, -2.573405], [-1.037980, -2.788246, -2.006654], [-0.655756, 2.056999, 2.692735], [-1.264013, -2.089209, 3.923106], [-1.724423, -0.383126, 3.695589], [-0.863648, -1.098343, 3.754218], [0.352177, 2.865985, 1.485576], [-0.758161, -0.391850, -3.004358], [-1.312730, 2.420667, 1.109411], [-0.126022, -2.256693, -2.236783], [0.408146, -2.713326, -3.074184], [-2.074596, -0.410116, -4.952942], [0.383364, 1.936286, -3.511835], [-0.072646, -1.153817, 2.575090], [-1.008797, 2.205596, -2.403223], [0.686168, 0.207920, 1.103890], [2.803830, -1.254000, 0.013646], [2.993479, 0.650189, -0.268411], [0.623840, 1.780854, -1.732474]],
  "forces_ev_per_a": [[-0.13, 0.71, 0.03], [0.20, 0.13, 0.38], [-1.10, -0.07, -1.28], [-1.83, -0.29, -1.72], [-0.47, 0.53, 0.66], [-0.27, -0.26, 0.11], [0.18, -0.20, -0.21], [-0.47, -0.54, 0.39], [0.31, -0.24, -0.01], [0.75, 0.54, -2.19], [-0.21, -0.02, 0.05], [0.75, 0.19, 0.86], [0.25, -0.28, -0.12], [1.76, 0.49, 1.61], [-0.07, -0.09, 0.01], [-1.17, 0.10, -1.59], [0.07, -0.05, -0.02], [-0.79, -0.48, 1.51], [0.81, -0.61, -0.09], [0.36, 0.42, 0.79], [0.79, 1.67, 0.45], [0.58, -1.42, 0.71], [-0.32, -0.21, -0.34]],
  "s2": 2.011,
  "charge": -2,
  "de_lowest_kcal_mol": 25.6,
  "spin_multiplicity": 3,
  "orbital_gap_ev": [6.805, 6.747],
  "homo_energy_ev": [-0.943, -1.246]
}

Please write out number 4 again, unchanged.
{
  "formula": "C3H5N5",
  "method": "ωB97M-V/def2-TZVPD",
  "symbols": ["N", "C", "N", "H", "N", "C", "H", "N", "N", "H", "H", "H", "C"],
  "coordinates": [[1.009770, 0.489669, -0.293702], [-0.842379, -0.158812, 0.430418], [2.770528, -0.463088, -0.149707], [-1.040030, -1.532777, -1.450699], [2.196647, 0.789224, -0.536666], [0.682739, -0.787636, 0.177035], [-1.475603, -0.240480, 1.295424], [1.850403, -1.378602, 0.300252], [-1.784723, -0.646621, -0.683430], [-2.497530, -1.274687, 0.007444], [0.113574, 1.953961, 1.211205], [-0.780696, 1.972135, -0.529520], [-0.202699, 1.277713, 0.221947]],
  "forces_ev_per_a": [[-5.29, 1.53, 0.85], [0.26, -0.88, -1.65], [0.41, 0.89, -0.98], [-3.25, 3.34, 3.21], [2.69, -4.69, 1.82], [-0.41, 4.82, 0.18], [0.76, -0.26, 0.95], [0.59, 0.91, -0.48], [1.29, -4.21, 0.88], [2.40, 1.53, -3.24], [-0.89, -2.20, -2.54], [1.37, -1.54, 1.28], [0.09, 0.77, -0.27]],
  "charge": 0,
  "de_lowest_kcal_mol": 170.7,
  "spin_multiplicity": 1,
  "orbital_gap_ev": 9.959,
  "homo_energy_ev": -9.884
}